# C27H19ClN6O4PdS

A structure of composition C27H19ClN6O4PdS in a non-equilibrium geometry (ωB97M-V/def2-TZVPD, OMol25).

Geometry as ORCA input:
```
! wB97M-V def2-TZVPD RIJCOSX def2/J DEFGRID3
* xyz 2 5
Pd -0.33510 0.14440 -0.07770
O 2.34070 3.06620 4.45430
C 2.96020 1.93720 4.36170
O 3.71050 1.48120 5.18980
C 2.71630 1.10620 3.13040
C 3.45740 -0.03900 2.81080
Cl 4.72770 -0.69290 3.70520
N 2.92240 -0.56080 1.67180
N 1.86730 0.16730 1.28390
C 1.73360 1.18580 2.12740
C 0.64040 2.20330 1.87420
O 0.65620 3.25940 2.48390
O -0.23390 1.86110 1.02070
C 3.38970 -1.57740 0.81770
C 4.74080 -1.90700 0.73130
C 5.15320 -2.82690 -0.21580
C 4.23770 -3.40430 -1.08510
C 2.88780 -3.09410 -0.97640
C 2.46180 -2.18870 -0.02770
H 1.71050 3.30710 3.70210
H 5.47020 -1.42290 1.35880
H 6.19980 -3.07580 -0.29080
H 4.57450 -4.07590 -1.85790
H 2.16760 -3.56080 -1.62830
H 1.41000 -1.94100 0.07360
S 1.73720 0.59130 -1.72560
C 0.46680 1.58350 -2.36470
C 0.56080 2.41590 -3.47970
C -0.56330 3.13180 -3.85410
C -1.73150 3.02180 -3.10370
C -1.75580 2.16160 -2.01190
N -0.68350 1.45620 -1.68280
H 1.49520 2.48640 -4.01290
H -0.52410 3.77910 -4.71770
H -2.61210 3.58980 -3.35930
H -2.64600 2.02680 -1.40570
C -1.11860 -1.74430 5.58880
C -1.56980 -2.74840 4.73760
C -1.54520 -2.58750 3.38030
C -1.03890 -1.39380 2.80500
C -0.63140 -0.37070 3.67290
C -0.65990 -0.55190 5.04030
N -1.01250 -1.31920 1.44280
N -1.42220 -2.33900 0.77630
C -1.44300 -2.43570 -0.53530
C -2.01030 -3.58220 -1.14000
C -2.03440 -3.67290 -2.50490
C -1.48180 -2.62630 -3.25900
C -0.93910 -1.53550 -2.61350
N -0.90180 -1.41850 -1.27840
H -1.13340 -1.89060 6.65640
H -1.94680 -3.67590 5.14630
H -1.92770 -3.33100 2.69260
H -0.32550 0.58000 3.26920
H -0.33220 0.23840 5.69780
H -2.41630 -4.34140 -0.49130
H -2.46800 -4.53500 -2.98850
H -1.46760 -2.67630 -4.33550
H -0.50520 -0.72700 -3.19070
*
```

Computed properties:
E_LUMO (alpha / beta) ... -7.5 / -10.4 eV
Strongest force on any atom ... 0.0980 Eh/bohr
⟨S²⟩ ... 6.06
Electronic energy ... -2655.34855 hartree
Highest occupied orbital energy (alpha / beta) ... -13.7 / -14.2 eV